No. 1
{
  "formula": "C10H37ClO20S",
  "method": "ωB97M-V/def2-TZVPD",
  "species": ["C", "C", "O", "C", "O", "C", "C", "S", "C", "O", "O", "C", "O", "C", "O", "C", "Cl", "C", "O", "H", "H", "H", "H", "H", "H", "H", "H", "H", "H", "H", "O", "H", "H", "O", "H", "H", "O", "H", "H", "O", "H", "H", "O", "H", "H", "O", "H", "H", "O", "H", "H", "O", "H", "H", "O", "H", "H", "O", "H", "H", "O", "H", "H", "O", "H", "H", "O", "H", "H"],
  "xyz": [[0.4090, -0.2024, 3.6078], [1.2570, 1.1894, 3.6002], [0.4439, 2.1203, 4.3926], [1.4444, 1.7750, 2.1145], [0.4468, 1.1323, 1.2654], [1.0105, 0.5009, 0.1448], [0.3462, 0.7275, -1.1092], [-1.1552, 1.7947, -1.3024], [-2.6379, 0.6678, -1.0512], [-1.1765, 2.9777, -0.3355], [-1.2684, 2.4233, -2.6872], [0.8965, 0.0002, -2.4318], [0.2500, 0.0136, -3.5186], [2.2614, -0.8170, -2.4369], [2.7370, -1.3182, -3.6965], [2.9110, -1.0380, -1.2017], [4.4585, -1.9798, -1.1062], [2.2770, -0.4701, 0.1659], [2.8651, -0.8222, 1.2258], [0.9039, -0.9905, 2.9373], [0.3725, -0.5244, 4.7133], [-0.6847, -0.0002, 3.3086], [2.2256, 0.9769, 4.1576], [-0.2761, 2.4754, 3.8096], [2.5108, 1.7377, 1.7170], [1.1671, 2.8965, 2.1694], [-3.2340, 1.1083, -0.1831], [-2.2440, -0.3651, -0.7452], [-3.2278, 0.5513, -2.0159], [2.2521, -2.1831, -3.7720], [-3.5346, 4.6774, -1.2910], [-2.9831, 4.3251, -0.5791], [-3.1577, 4.2867, -2.0901], [-2.9814, -1.8105, -2.8897], [-3.0980, -2.7664, -2.8208], [-2.1604, -1.7100, -3.3921], [-5.4289, 3.8069, 0.9743], [-4.7070, 4.2250, 0.4849], [-5.8797, 4.5447, 1.4017], [1.1216, -3.6425, -4.7588], [1.3917, -3.1496, -5.5448], [0.4365, -4.2445, -5.0809], [-1.3183, -5.3442, -5.7705], [-2.0754, -5.9298, -5.6487], [-0.9034, -5.6647, -6.5815], [-1.9757, 3.9926, 3.9126], [-2.2912, 4.5949, 3.2275], [-2.7831, 3.6859, 4.3453], [-4.7200, -0.4578, -5.0105], [-4.1699, -0.8094, -4.2966], [-4.3410, -0.8427, -5.8094], [7.8135, -1.3423, 0.3717], [8.0874, -0.8478, -0.4107], [7.1273, -1.9375, 0.0436], [-1.7563, 3.5731, 6.5196], [-1.0940, 3.5603, 5.8161], [-1.6893, 2.6972, 6.9189], [-0.8836, -2.3031, 1.7451], [-1.3766, -3.0527, 2.1013], [-0.2691, -2.7044, 1.1180], [7.3442, 1.0669, 2.3160], [7.2571, 0.1438, 2.0394], [7.9204, 1.0259, 3.0883], [-2.8022, -0.3126, 4.3123], [-3.1187, 0.2928, 3.6301], [-3.6091, -0.6227, 4.7418], [3.3844, -5.2448, -2.9370], [3.0684, -4.6414, -3.6218], [2.5776, -5.5495, -2.5050]],
  "nbo_charge": [-0.635, 0.072, -0.753, -0.120, -0.476, 0.345, -0.434, 1.993, -0.826, -0.921, -0.897, 0.557, -0.502, 0.213, -0.676, -0.111, 0.040, 0.468, -0.464, 0.217, 0.221, 0.227, 0.199, 0.485, 0.212, 0.220, 0.271, 0.257, 0.285, 0.509, -0.966, 0.478, 0.491, -0.958, 0.481, 0.486, -0.950, 0.481, 0.466, -0.984, 0.482, 0.506, -0.960, 0.486, 0.478, -0.965, 0.479, 0.490, -0.949, 0.481, 0.461, -0.946, 0.477, 0.472, -0.958, 0.490, 0.468, -0.932, 0.475, 0.463, -0.952, 0.486, 0.464, -0.938, 0.471, 0.470, -0.940, 0.475, 0.465],
  "orbital_gap_ev": 7.42,
  "e_lumo_ev": -2.4,
  "homo_ev": -9.86
}

No. 2
{
  "formula": "C28H43N3",
  "method": "ωB97M-V/def2-TZVPD",
  "species": ["C", "N", "H", "C", "H", "C", "N", "H", "C", "H", "C", "N", "H", "C", "C", "H", "H", "C", "C", "C", "C", "C", "C", "C", "H", "H", "H", "H", "H", "H", "H", "H", "H", "H", "C", "H", "H", "C", "C", "C", "C", "C", "C", "H", "H", "H", "H", "H", "H", "H", "H", "H", "H", "H", "H", "C", "C", "C", "C", "C", "C", "C", "H", "H", "H", "H", "H", "H", "H", "H", "H", "H", "H", "H"],
  "xyz": [[-5.1618, -2.5836, -2.1915], [-4.0344, -2.1368, -1.4003], [-3.1781, -2.2817, -1.9286], [-4.1260, -0.7328, -1.0414], [-5.0850, -0.5806, -0.5382], [-2.9988, -0.3209, -0.0850], [-1.7287, -0.3846, -0.7858], [-1.4295, -1.3525, -0.8576], [-0.6587, 0.4123, -0.2213], [-0.9939, 1.4555, -0.2116], [0.6092, 0.3075, -1.0919], [1.7514, 0.9942, -0.5151], [1.4559, 1.8316, -0.0271], [2.6835, 0.2292, 0.2818], [2.1745, -0.2976, 1.6324], [1.3998, -1.0496, 1.4660], [1.7355, 0.5295, 2.1970], [3.3038, -0.9296, 2.4569], [4.3210, 0.0924, 2.8773], [4.0401, 0.9705, 3.9173], [4.9556, 1.9353, 4.2958], [6.1696, 2.0363, 3.6375], [6.4612, 1.1655, 2.6021], [5.5425, 0.2014, 2.2256], [5.7770, -0.4767, 1.4170], [7.4072, 1.2372, 2.0851], [6.8859, 2.7889, 3.9324], [4.7232, 2.6090, 5.1080], [3.0958, 0.8926, 4.4383], [3.7835, -1.7108, 1.8637], [2.8694, -1.3949, 3.3454], [3.5458, 0.8782, 0.4657], [3.0224, -0.6148, -0.3275], [0.8746, -0.7516, -1.1936], [0.2975, 0.8689, -2.4881], [0.2978, 1.9585, -2.4326], [-0.7119, 0.5411, -2.7435], [1.2652, 0.4143, -3.5838], [0.6624, 0.6607, -4.9694], [1.6055, 0.1811, -6.0691], [2.9581, 0.8775, -5.9600], [3.5638, 0.6415, -4.5802], [2.6134, 1.1281, -3.4905], [2.4535, 2.2024, -3.6062], [3.0453, 0.9630, -2.5047], [4.5199, 1.1635, -4.4991], [3.7546, -0.4263, -4.4473], [3.6321, 0.5065, -6.7356], [2.8255, 1.9505, -6.1172], [1.1634, 0.3764, -7.0490], [1.7478, -0.8986, -5.9769], [0.4740, 1.7296, -5.0931], [-0.2953, 0.1416, -5.0550], [1.4328, -0.6636, -3.4733], [-0.4139, 0.1306, 0.8163], [-3.0338, -1.1867, 1.1957], [-4.2779, -0.9401, 1.9915], [-4.3812, 0.1763, 2.8128], [-5.5422, 0.4272, 3.5215], [-6.6193, -0.4364, 3.4174], [-6.5265, -1.5518, 2.6022], [-5.3643, -1.8011, 1.8947], [-5.2922, -2.6692, 1.2560], [-7.3637, -2.2301, 2.5188], [-7.5262, -0.2416, 3.9709], [-5.6074, 1.2983, 4.1577], [-3.5419, 0.8528, 2.8997], [-2.9840, -2.2334, 0.8925], [-2.1565, -0.9461, 1.8015], [-3.1657, 0.7283, 0.1866], [-4.0934, -0.0715, -1.9238], [-6.0676, -2.4904, -1.5911], [-5.3047, -2.0076, -3.1184], [-5.0209, -3.6321, -2.4497]],
  "nbo_charge": [-0.405, -0.636, 0.350, -0.225, 0.199, -0.033, -0.644, 0.349, -0.214, 0.183, -0.033, -0.640, 0.356, -0.214, -0.405, 0.199, 0.197, -0.420, -0.037, -0.164, -0.223, -0.222, -0.205, -0.212, 0.209, 0.212, 0.213, 0.211, 0.198, 0.207, 0.217, 0.204, 0.183, 0.177, -0.396, 0.196, 0.223, -0.213, -0.391, -0.393, -0.395, -0.395, -0.403, 0.190, 0.229, 0.203, 0.188, 0.203, 0.191, 0.203, 0.190, 0.193, 0.202, 0.184, 0.167, -0.454, -0.026, -0.165, -0.224, -0.224, -0.207, -0.216, 0.218, 0.211, 0.212, 0.210, 0.197, 0.228, 0.209, 0.196, 0.176, 0.191, 0.164, 0.199],
  "de_lowest_kj_mol": 36.0,
  "orbital_gap_ev": 8.98,
  "e_lumo_ev": 0.7,
  "smiles": "CNC[C@@H](Cc1ccccc1)NC[C@@H](CC1CCCCC1)NCCCc1ccccc1",
  "homo_ev": -8.26
}

No. 3
{
  "formula": "C4H6N2O",
  "method": "ωB97M-V/def2-TZVPD",
  "species": ["C", "C", "N", "O", "C", "N", "C", "H", "H", "H", "H", "H", "H"],
  "xyz": [[-2.3015, 0.2378, -0.0784], [-0.8403, -0.0029, -0.2915], [-0.4539, -0.8503, -1.2108], [0.9306, -0.9636, -1.0500], [1.3143, -0.2021, -0.0219], [2.6214, -0.3336, 0.3717], [0.2491, 0.4815, 0.4858], [-2.8836, -0.3214, -0.8148], [-2.5801, -0.1175, 0.9200], [-2.5646, 1.2978, -0.1404], [3.0675, 0.4830, 0.7580], [3.2042, -0.8809, -0.2430], [0.2369, 1.1721, 1.3153]],
  "nbo_charge": [-0.642, 0.177, -0.165, -0.315, 0.504, -0.812, -0.457, 0.237, 0.225, 0.223, 0.395, 0.399, 0.231],
  "de_lowest_kj_mol": 158.3,
  "orbital_gap_ev": 9.45,
  "e_lumo_ev": 0.9,
  "smiles": "Cc1cc(N)on1",
  "homo_ev": -8.55
}

No. 4
{
  "formula": "C4H8O2",
  "method": "ωB97M-V/def2-TZVPD",
  "species": ["C", "C", "C", "O", "C", "O", "H", "H", "H", "H", "H", "H", "H", "H"],
  "xyz": [[-1.3349, -0.8309, 1.0713], [-0.2512, 0.2987, -1.5246], [0.5344, 0.9871, -0.7055], [-0.2945, -0.0286, 1.5833], [1.9108, 0.5014, -0.4168], [2.1803, -0.4631, 0.2704], [-2.0761, -0.2023, 0.5568], [-1.8337, -1.3506, 1.8952], [-0.9952, -1.5831, 0.3442], [-1.2344, 0.6586, -1.8072], [0.0670, -0.6610, -1.9251], [0.2402, 1.9375, -0.2653], [0.5521, -0.4491, 1.3687], [2.7192, 1.0649, -0.9198]],
  "nbo_charge": [-0.250, -0.373, -0.289, -0.744, 0.424, -0.536, 0.167, 0.172, 0.168, 0.208, 0.201, 0.237, 0.490, 0.123],
  "de_lowest_kj_mol": 240.6,
  "orbital_gap_ev": 10.57,
  "e_lumo_ev": 0.7,
  "smiles": "C=CC=O.CO",
  "homo_ev": -9.84
}

No. 5
{
  "formula": "C7H13BF6NO5S2",
  "method": "ωB97M-V/def2-TZVPD",
  "species": ["C", "C", "C", "B", "C", "O", "C", "H", "H", "H", "H", "H", "H", "H", "H", "H", "H", "H", "H", "H", "C", "F", "F", "F", "S", "O", "O", "N", "S", "O", "O", "C", "F", "F", "F"],
  "xyz": [[-0.5019, -0.8103, -0.3660], [-1.4186, -2.0549, -0.6202], [-1.0936, -3.1943, 0.4165], [0.2286, -3.9217, -0.0950], [0.2891, -5.2968, -0.9242], [1.1834, -5.0966, -2.0444], [0.5497, -4.3859, -3.0880], [-0.9137, 0.0717, -0.8614], [0.4802, -1.0737, -0.7766], [-0.4305, -0.6376, 0.7119], [-1.1091, -2.4425, -1.6079], [-2.4802, -1.7978, -0.6685], [-1.9442, -3.8604, 0.6197], [-0.8335, -2.6817, 1.3596], [1.2697, -3.3818, 0.1217], [-0.6849, -5.6918, -1.2515], [0.8134, -6.0369, -0.2935], [0.6043, -5.0022, -4.0015], [1.0676, -3.4375, -3.2957], [-0.5140, -4.1796, -2.9105], [1.6287, 2.1235, 1.6456], [1.6934, 0.8087, 1.4567], [1.6915, 2.3360, 2.9628], [2.7363, 2.6523, 1.1195], [0.1138, 2.8422, 0.9104], [-0.9733, 2.1866, 1.6026], [0.2183, 2.5475, -0.5014], [0.4083, 4.3414, 1.3341], [-0.6823, 5.4070, 0.8948], [-1.9514, 5.3374, 1.5831], [-0.7518, 5.6989, -0.5189], [0.1549, 6.8630, 1.6229], [1.3699, 7.0524, 1.1009], [0.3199, 6.7354, 2.9425], [-0.5379, 7.9800, 1.4202]],
  "nbo_charge": [-0.606, -0.372, -0.790, 0.686, -0.419, -0.546, -0.261, 0.236, 0.198, 0.214, 0.175, 0.209, 0.213, 0.227, -0.088, 0.177, 0.215, 0.175, 0.183, 0.171, 0.708, -0.319, -0.322, -0.321, 2.231, -0.937, -0.938, -1.207, 2.231, -0.933, -0.933, 0.707, -0.322, -0.322, -0.319],
  "total_charge": -1,
  "orbital_gap_ev": 8.91,
  "e_lumo_ev": 2.4,
  "homo_ev": -6.52
}

No. 6
{
  "formula": "C19H17F2N3O3",
  "method": "ωB97M-V/def2-TZVPD",
  "species": ["C", "H", "H", "H", "C", "N", "C", "O", "C", "N", "O", "C", "C", "H", "C", "O", "C", "C", "C", "C", "C", "C", "H", "H", "F", "H", "F", "H", "H", "C", "C", "C", "C", "N", "C", "C", "H", "H", "H", "H", "H", "H", "H", "H"],
  "xyz": [[4.0261, 2.1583, 0.2483], [4.9435, 1.6789, 0.5796], [4.1945, 3.2295, 0.1865], [3.2442, 1.9738, 0.9782], [3.5923, 1.6340, -1.1185], [3.3513, 0.2077, -1.1249], [2.1964, -0.3988, -0.7742], [2.0816, -1.6158, -0.7483], [1.0071, 0.4277, -0.4440], [0.9810, 1.6968, -0.1171], [-0.3021, 2.0261, 0.1421], [-1.0808, 0.9429, -0.0243], [-0.3068, -0.1152, -0.3950], [-0.5966, -1.1209, -0.6051], [-2.5444, 1.0821, 0.2173], [-3.1538, -0.1212, -0.1992], [-4.4920, -0.2978, -0.0548], [-5.4233, 0.6126, 0.4452], [-6.7694, 0.3040, 0.5379], [-7.1977, -0.9397, 0.1214], [-6.3093, -1.8740, -0.3833], [-4.9736, -1.5450, -0.4652], [-4.2548, -2.2483, -0.8524], [-6.6658, -2.8392, -0.7032], [-8.5053, -1.2441, 0.2092], [-7.4599, 1.0326, 0.9300], [-5.0530, 1.8478, 0.8638], [-2.7194, 1.2690, 1.2865], [-2.9248, 1.9444, -0.3475], [4.4777, -0.6475, -1.4631], [5.4756, -0.7510, -0.3411], [5.0965, -1.2798, 0.8888], [6.0379, -1.3415, 1.9025], [7.2866, -0.9271, 1.7646], [7.6489, -0.4336, 0.5943], [6.7883, -0.3206, -0.4873], [7.1346, 0.0942, -1.4224], [8.6790, -0.1096, 0.5221], [5.7851, -1.7438, 2.8746], [4.0898, -1.6356, 1.0406], [4.9579, -0.2584, -2.3660], [4.0667, -1.6411, -1.6705], [4.3729, 1.8379, -1.8568], [2.6796, 2.1505, -1.4190]],
  "nbo_charge": [-0.618, 0.212, 0.214, 0.222, -0.222, -0.406, 0.649, -0.625, 0.041, -0.119, -0.258, 0.301, -0.311, 0.261, -0.107, -0.479, 0.211, 0.340, -0.331, 0.390, -0.278, -0.201, 0.233, 0.236, -0.318, 0.248, -0.326, 0.209, 0.208, -0.252, 0.011, -0.260, 0.044, -0.420, 0.041, -0.262, 0.214, 0.192, 0.193, 0.234, 0.202, 0.261, 0.196, 0.233],
  "de_lowest_kj_mol": 0.0,
  "orbital_gap_ev": 9.66,
  "e_lumo_ev": 0.6,
  "smiles": "CCN(Cc1ccncc1)C(=O)c1cc(COc2ccc(F)cc2F)on1",
  "homo_ev": -9.02
}

Which formula does entry 5 have? C7H13BF6NO5S2